(i)
12
Properties=species:S:1:pos:R:3:nbo_charge:R:1 method="wB97M-V/def2-TZVPD" e_lumo_ha=0.035 homo_ev=-8.60 smiles=N#CC1(N)CC1 charge=0 orbital_gap_ev=9.55
C -1.728 -0.084 0.152 0.24
C 0.424 -1.064 -0.703 -0.34
C 0.826 -0.666 0.683 -0.40
C -0.375 0.250 0.320 0.01
N -2.852 -0.335 0.042 -0.33
N 0.200 1.510 -0.117 -0.84
H 0.902 -0.467 -1.453 0.22
H -0.184 -1.922 -0.943 0.23
H 0.820 -1.327 1.610 0.24
H 1.674 -0.109 0.574 0.23
H -0.313 2.152 -0.741 0.38
H 0.605 2.061 0.576 0.37



(ii)
12
Properties=species:S:1:pos:R:3:nbo_charge:R:1 method="wB97M-V/def2-TZVPD" e_lumo_ha=0.034 homo_ev=-10.27 charge=0 orbital_gap_ev=11.19
N -2.532 0.040 0.182 -0.32
C -1.398 0.164 0.387 0.20
C -0.158 0.568 1.102 -0.31
N 1.023 0.198 0.379 -0.40
C 0.572 0.273 -1.016 -0.23
C 0.901 -1.031 -0.418 -0.29
H -0.329 1.654 1.182 0.24
H -0.265 0.149 2.101 0.24
H 1.299 0.654 -1.727 0.21
H -0.988 0.578 -1.255 0.24
H 0.055 -1.690 -0.244 0.20
H 1.819 -1.559 -0.673 0.22



Structures ranked by computed energy, the most stable listed first: (i), (ii).